Here is a molecular structure, C31H52IrP2 from the OMol25 dataset. Energies are from ωB97M-V with the def2-TZVPD basis set.

```
86
Properties=species:S:1:pos:R:3:mulliken_charge:R:1
Ir 2.735 -0.516 -1.672 -0.075
C 2.485 0.050 1.021 -0.578
C 3.112 0.754 -0.162 2.200
C 1.716 2.222 1.059 0.802
C 1.727 0.953 1.736 1.462
C 2.421 2.126 -0.111 0.306
C 2.633 -1.368 1.352 -2.150
H 3.291 -1.875 0.637 0.335
H 1.647 -1.865 1.303 0.090
H 3.027 -1.508 2.367 0.545
C 0.997 0.673 2.985 -1.640
H 1.118 -0.369 3.293 0.389
H -0.078 0.852 2.862 -0.062
H 1.325 1.300 3.825 0.448
C 1.071 3.448 1.579 -1.769
H 1.786 4.263 1.749 0.440
H 0.587 3.246 2.535 0.374
H 0.313 3.834 0.887 0.174
C 2.713 3.257 -1.001 -1.774
H 3.450 3.941 -0.543 0.345
H 1.806 3.854 -1.186 0.424
H 3.108 2.933 -1.973 0.253
C 4.606 0.903 -0.089 -1.701
H 4.851 1.314 0.896 0.531
H 4.992 1.597 -0.840 0.394
H 5.113 -0.060 -0.191 0.340
C 1.639 -2.023 -2.295 0.711
C 3.113 -2.296 -2.304 -0.569
C 3.804 -2.326 -3.655 -0.754
C 4.248 -0.926 -4.100 -1.085
C 3.682 0.156 -3.204 -0.093
C 2.246 0.462 -3.316 -0.195
C 1.271 -0.329 -4.165 -0.651
C 0.873 -1.701 -3.557 -0.916
H 3.180 -2.799 -4.423 0.209
H 3.992 -0.740 -5.149 0.398
H 4.692 -2.946 -3.512 0.408
H 0.987 -2.505 -4.294 0.448
H 1.095 -2.664 -1.596 -0.172
H 3.406 -3.061 -1.570 0.639
H -0.202 -1.649 -3.322 0.297
H 0.340 0.259 -4.274 0.243
H 2.028 1.534 -3.305 0.381
H 1.648 -0.441 -5.191 0.330
H 5.335 -0.845 -4.016 0.346
H 4.325 1.019 -2.970 0.584
P -0.909 -2.735 1.161 1.123
C -1.282 -3.222 2.918 -1.344
H -1.954 -4.102 2.981 0.412
H -1.757 -2.382 3.462 0.296
H -0.335 -3.468 3.434 0.392
C -2.613 -2.958 0.474 -1.373
H -3.104 -3.864 0.868 0.447
H -2.549 -3.032 -0.622 0.366
H -3.232 -2.083 0.728 0.244
C -0.168 -4.330 0.589 -1.231
H -0.034 -4.285 -0.500 0.331
H -0.790 -5.202 0.840 0.429
H 0.820 -4.451 1.053 0.352
P -1.850 1.443 -2.093 0.670
C -1.569 3.256 -2.035 -1.169
H -2.385 3.888 -2.416 0.427
H -0.684 3.449 -2.675 0.278
H -1.306 3.601 -1.015 0.232
C -3.308 0.967 -3.136 -1.203
H -2.962 0.956 -4.179 0.361
H -4.220 1.578 -3.083 0.391
H -3.584 -0.071 -2.884 0.307
C -2.424 1.198 -0.367 -0.483
H -3.341 1.743 -0.110 0.484
H -1.631 1.569 0.297 -0.211
H -2.582 0.134 -0.169 -0.051
C -2.533 0.891 2.852 -0.973
C -3.781 0.871 3.472 1.448
C -4.359 2.084 3.976 -0.609
C -5.593 2.074 4.600 -0.511
C -6.312 0.868 4.739 -0.457
C -5.769 -0.332 4.246 -0.504
C -4.533 -0.348 3.623 -0.350
H -2.027 1.846 2.712 0.092
H -2.068 -0.032 2.516 0.089
H -3.787 3.010 3.848 0.326
H -6.016 3.003 4.986 0.365
H -7.286 0.870 5.224 0.377
H -6.335 -1.263 4.358 0.378
H -4.100 -1.273 3.226 0.186
```

As for the expectation value of S²: 6.063. The charge is +1. The spin multiplicity is 5. The LUMO energy (alpha / beta) is -2.9 / -5.2 eV. The orbital gap (alpha / beta) is 6.0 / 5.2 eV.

Here is a molecular structure, C31H52N6O3S4SbScSi3 from the OMol25 dataset. Energies are from ωB97M-V with the def2-TZVPD basis set.

```
101
Properties=species:S:1:pos:R:3:mulliken_charge:R:1
Sc 1.010 0.241 -0.577 -0.779
N -1.261 0.886 -1.460 0.043
C -0.908 2.029 -2.317 0.616
C -2.065 2.510 -3.199 -0.975
C -1.891 3.920 -3.801 -0.931
C -1.050 4.906 -2.981 -0.869
N 0.356 4.596 -3.183 -0.035
C 1.302 4.491 -2.256 0.321
N 1.232 5.164 -1.106 -0.306
N 2.426 3.842 -2.581 -0.289
C 0.412 1.696 -3.056 0.305
O 0.608 2.129 -4.191 -0.871
O 1.283 1.098 -2.351 -0.150
H -1.724 0.181 -2.047 0.073
H -1.947 1.195 -0.766 0.397
H -0.632 2.834 -1.623 -0.028
H -2.964 2.507 -2.576 0.489
H -2.213 1.802 -4.018 0.097
H -2.880 4.356 -3.951 0.559
H -1.423 3.828 -4.783 0.300
H -1.314 4.866 -1.919 0.266
H -1.242 5.923 -3.339 0.407
H 0.498 3.986 -3.994 0.357
H 0.332 5.512 -0.813 0.317
H 1.815 4.865 -0.336 0.255
H 2.376 3.187 -3.354 0.356
H 3.093 3.627 -1.855 0.240
C 2.550 -3.787 -2.805 -1.254
Sb 2.653 -1.738 -2.050 0.271
C 0.486 -1.774 -1.586 0.964
C -0.024 -1.548 -2.904 1.105
C -1.391 -1.539 -3.286 -0.584
C -1.739 -1.221 -4.574 -0.963
C -0.748 -0.907 -5.504 -0.863
C 0.564 -1.000 -5.088 -0.683
N 0.913 -1.330 -3.857 -0.482
Si -0.520 -3.019 -0.577 0.225
C -2.105 -2.122 0.078 -0.976
C -1.117 -4.503 -1.640 -1.388
C 0.268 -3.850 0.954 -0.442
C 3.691 -1.920 0.092 1.710
C 2.774 -1.788 1.226 -1.624
C 3.055 -2.398 2.461 -0.630
C 2.256 -2.173 3.554 -1.184
C 1.117 -1.386 3.406 -1.273
C 0.882 -0.842 2.166 -0.395
N 1.693 -0.983 1.108 1.867
Si 4.744 -0.298 0.171 0.531
C 6.191 -0.372 -1.070 -1.097
C 3.731 1.244 -0.346 -0.031
C 5.347 0.072 1.946 -0.967
Si 4.805 -3.489 0.061 0.720
C 6.290 -3.490 1.275 -1.397
C 3.801 -5.085 0.409 -1.240
C 5.659 -3.661 -1.639 -1.189
H 1.512 -4.100 -2.847 0.345
H 3.128 -4.481 -2.212 0.325
H 2.954 -3.780 -3.813 0.412
H -2.154 -1.812 -2.573 0.453
H -2.781 -1.218 -4.865 0.484
H -0.997 -0.624 -6.513 0.439
H 1.383 -0.814 -5.767 0.464
H -2.953 -2.228 -0.594 0.480
H -1.921 -1.053 0.233 -0.060
H -2.415 -2.541 1.030 0.548
H -1.447 -4.192 -2.625 0.365
H -1.947 -5.015 -1.164 0.467
H -0.325 -5.233 -1.775 0.348
H 0.091 -3.276 1.857 0.224
H 1.337 -3.985 0.853 -0.397
H -0.176 -4.829 1.105 0.568
H 3.928 -3.025 2.536 0.297
H 2.501 -2.603 4.512 0.472
H 0.444 -1.196 4.225 0.496
H -0.013 -0.252 1.997 0.362
H 5.829 -0.557 -2.077 0.217
H 6.900 -1.150 -0.820 0.288
H 6.722 0.574 -1.068 0.440
H 2.835 1.352 0.304 -0.750
H 3.449 1.232 -1.404 0.076
H 4.334 2.132 -0.161 0.643
H 5.778 -0.790 2.444 0.328
H 4.519 0.423 2.558 0.061
H 6.097 0.858 1.938 0.420
H 6.025 -3.746 2.296 0.430
H 6.788 -2.527 1.294 0.345
H 7.017 -4.225 0.942 0.436
H 3.545 -5.195 1.460 0.377
H 4.381 -5.960 0.128 0.534
H 2.874 -5.117 -0.156 0.258
H 6.699 -3.368 -1.584 0.473
H 5.184 -3.055 -2.401 0.182
H 5.638 -4.689 -1.980 0.448
O -2.740 1.789 4.580 -0.606
C -1.744 1.933 3.930 0.599
S -0.114 1.786 4.559 -0.172
C 0.777 2.087 3.038 0.407
C -0.019 2.337 1.967 -0.447
S 0.575 2.653 0.383 -0.408
S -1.767 2.311 2.198 -0.140
S 2.448 1.946 2.973 -0.426
```

The spin multiplicity is 1. The LUMO energy is -0.1 eV. The orbital gap is 5.8 eV.

Energy relative to the best compared isomer or geometry (same formula, charge and spin) (kcal per mole)
59.42; 72.59
DFT total energy (hartree)
-1998.95137; -5229.14924